[1]
Entry from OMol25: a structure of composition C15H12F5NO10STeTi at a distorted geometry (ωB97M-V/def2-TZVPD).

Positions of all 46 atoms, in Å:
Ti: 0.49 0.06 -1.33
O: 0.99 -0.84 2.92
S: 1.19 0.04 1.79
O: 0.58 1.40 1.95
O: 0.50 -0.61 0.57
O: 2.60 0.26 1.41
O: 0.33 0.19 -3.27
C: -0.70 0.11 -4.07
C: -2.00 -0.28 -3.70
C: -3.02 -0.39 -4.65
C: -4.30 -0.78 -4.26
C: -4.61 -1.07 -2.94
C: -3.61 -0.96 -1.98
C: -2.31 -0.57 -2.32
O: -1.40 -0.47 -1.39
N: -5.34 -0.89 -5.27
O: -5.06 -0.63 -6.43
O: -6.46 -1.24 -4.92
H: -0.51 0.36 -5.12
H: -2.82 -0.18 -5.69
H: -5.62 -1.36 -2.68
H: -3.81 -1.15 -0.94
C: -0.47 -3.31 0.09
C: 0.85 -2.92 -0.51
O: 0.92 -2.30 -1.56
C: 2.10 -3.35 0.18
C: 3.25 -2.58 0.01
C: 4.41 -2.93 0.67
C: 4.45 -4.06 1.48
C: 3.30 -4.83 1.65
C: 2.13 -4.46 1.01
H: -1.24 -2.68 -0.35
H: -0.45 -3.17 1.17
H: -0.67 -4.36 -0.14
H: 3.20 -1.68 -0.60
H: 5.29 -2.30 0.58
H: 5.36 -4.33 2.00
H: 3.32 -5.70 2.29
H: 1.23 -5.04 1.17
F: 0.71 3.98 0.72
Te: 1.98 2.64 0.30
F: 2.31 0.03 -1.49
F: 2.73 3.34 1.90
F: 3.86 2.38 -0.11
F: 2.22 3.81 -1.17
O: 0.44 1.77 -0.82

Calculated values
HOMO level (alpha / beta) in eV: -0.91 / -3.71
DFT total energy in eV: -92550.96257
Relative energy (zero: lowest compared OMol25 entry of this formula, charge and spin) in kcal/mol: 21.34
Net charge: -2
Spin multiplicity: 3

Mulliken population analysis, charges in e, atoms 1 to 4:
1. Ti 0.950
2. O -0.713
3. S 1.275
4. O -0.646

***

[2]
Entry from OMol25: a cluster of 7 separate species, C24H67N5O7 in total at a distorted geometry (ωB97M-V/def2-TZVPD).

Positions of all 103 atoms, in Å:
C: 5.42 0.36 0.81
C: 5.90 1.14 -0.44
O: 4.81 1.76 -1.13
H: 4.73 -0.40 0.44
H: 4.83 1.05 1.40
H: 6.30 -0.03 1.34
H: 6.24 0.40 -1.16
H: 6.60 1.95 -0.26
H: 3.95 1.43 -0.88
C: 2.10 -0.35 -1.92
C: 1.86 0.05 -0.44
O: 2.08 1.34 -0.04
H: 1.89 -1.40 -2.09
H: 3.13 -0.12 -2.19
H: 1.54 0.27 -2.62
H: 2.48 -0.62 0.15
H: 0.86 -0.33 -0.19
H: 1.25 1.75 0.23
C: 0.19 3.90 2.69
C: -0.12 2.75 1.79
C: -1.39 1.89 2.14
O: -2.57 2.55 1.77
C: -3.83 2.05 2.15
N: -0.16 3.05 0.38
H: 1.18 4.29 2.43
H: 0.18 3.60 3.74
H: -0.57 4.68 2.66
H: 0.78 2.17 1.97
H: -1.41 1.78 3.23
H: -1.36 0.92 1.65
H: -4.33 1.53 1.33
H: -4.51 2.89 2.29
H: -3.96 1.49 3.08
H: 0.55 3.75 0.22
H: -1.03 3.54 0.34
C: 0.75 0.02 8.08
C: 0.59 0.39 6.58
C: 1.89 0.12 5.77
O: 1.60 0.31 4.36
C: 2.66 0.04 3.47
N: -0.54 -0.38 6.02
H: 1.53 0.49 8.68
H: 1.06 -1.02 8.18
H: -0.17 0.14 8.65
H: 0.42 1.44 6.36
H: 2.11 -0.93 5.93
H: 2.64 0.85 6.08
H: 2.84 -1.03 3.40
H: 3.57 0.55 3.81
H: 2.41 0.49 2.51
H: -0.40 -0.27 5.02
H: -0.44 -1.37 6.15
C: 0.82 -4.63 2.41
C: -0.13 -3.68 1.62
C: -0.66 -2.52 2.50
O: -1.63 -2.97 3.45
C: -2.37 -1.93 3.89
N: 0.60 -3.26 0.42
H: 0.89 -5.60 1.92
H: 0.68 -4.85 3.47
H: 1.82 -4.20 2.35
H: -1.04 -4.16 1.28
H: -1.15 -1.87 1.78
H: 0.15 -1.87 2.82
H: -1.98 -0.92 3.96
H: -2.78 -2.27 4.84
H: -3.14 -1.83 3.12
H: 0.14 -2.66 -0.25
H: 0.92 -4.07 -0.08
C: -3.99 0.34 -1.40
C: -3.52 -0.95 -1.95
C: -2.53 -1.65 -1.01
O: -1.56 -2.36 -1.70
C: -2.03 -3.44 -2.49
N: -4.78 -1.76 -2.03
H: -3.23 1.10 -1.20
H: -4.60 0.19 -0.51
H: -4.58 0.88 -2.15
H: -3.14 -0.97 -2.97
H: -3.18 -2.16 -0.29
H: -2.03 -0.98 -0.31
H: -1.36 -4.21 -2.87
H: -2.60 -3.08 -3.35
H: -2.77 -3.99 -1.92
H: -5.33 -1.30 -2.74
H: -4.36 -2.61 -2.37
C: 1.42 1.37 -6.21
C: 0.59 1.08 -7.50
C: -0.51 2.15 -7.65
O: -1.11 2.06 -8.94
C: -2.27 1.27 -8.99
N: 1.55 1.14 -8.57
H: 0.84 1.14 -5.31
H: 1.69 2.42 -6.14
H: 2.26 0.69 -6.08
H: 0.22 0.06 -7.43
H: -0.06 3.14 -7.56
H: -1.22 2.18 -6.83
H: -2.08 0.22 -8.82
H: -2.83 1.33 -9.92
H: -2.96 1.68 -8.24
H: 1.84 2.11 -8.56
H: 0.93 1.24 -9.36

Calculated values
HOMO level (alpha / beta) in eV: -11.02 / -11.02
DFT total energy in eV: -47743.03899
Relative energy (zero: lowest compared OMol25 entry of this formula, charge and spin) in kcal/mol: 34.28
Net charge: +1
Spin multiplicity: 2

Mulliken population analysis, charges in e, atoms 1 to 4:
1. C -0.690
2. C -0.287
3. O -0.570
4. H 0.088

***

[3]
Entry from OMol25: a structure of composition C40H53N6RbSSi2 at a distorted geometry (ωB97M-V/def2-TZVPD).

Positions of all 103 atoms, in Å:
Rb: 13.61 10.43 8.62
N: 17.57 13.23 6.88
C: 18.38 12.22 7.43
C: 19.63 12.39 8.03
C: 20.04 11.13 8.65
C: 19.36 9.94 8.64
C: 18.02 9.94 8.13
C: 17.55 11.13 7.48
N: 16.26 11.34 7.03
C: 16.34 12.68 6.71
C: 15.27 13.43 6.12
C: 15.55 14.66 5.41
S: 14.13 15.38 5.03
C: 13.28 14.15 5.87
N: 13.94 13.17 6.27
H: 19.16 20.22 8.07
H: 20.23 13.18 8.20
H: 20.88 11.26 9.10
H: 19.75 9.18 9.08
H: 17.46 9.02 8.19
H: 16.76 14.87 4.88
H: 12.15 14.11 5.81
C: 8.50 11.03 6.76
Si: 10.29 11.03 7.12
C: 10.61 12.43 8.36
C: 10.93 11.71 5.42
N: 11.11 9.66 7.68
C: 11.12 8.49 7.03
C: 10.06 8.11 6.16
C: 9.99 6.85 5.50
C: 10.99 5.88 5.73
C: 12.09 6.16 6.58
C: 12.13 7.39 7.35
N: 13.04 7.63 8.31
Si: 14.31 6.83 9.02
C: 15.48 5.84 7.93
C: 13.90 5.38 10.23
C: 15.29 8.04 10.12
H: 7.91 12.24 6.79
H: 8.09 10.44 7.47
H: 8.14 10.51 5.76
H: 11.61 12.70 8.38
H: 10.44 12.22 9.22
H: 9.78 13.14 8.37
H: 10.36 12.54 4.90
H: 10.92 11.10 4.67
H: 12.01 12.11 5.49
H: 9.27 8.78 6.02
H: 9.17 6.55 4.84
H: 10.85 4.89 5.32
H: 12.81 5.37 6.85
H: 16.04 6.47 7.13
H: 14.85 5.20 7.34
H: 16.19 5.33 8.47
H: 13.26 4.65 9.56
H: 13.25 5.59 11.15
H: 14.86 4.74 10.47
H: 15.61 8.85 9.58
H: 16.11 7.59 10.65
H: 14.53 8.57 10.78
C: 9.53 10.14 12.06
C: 10.61 11.07 12.53
C: 10.64 11.56 13.85
C: 11.80 12.30 14.24
C: 12.04 12.75 15.66
C: 12.89 12.31 13.38
C: 12.83 12.03 11.96
C: 11.60 11.38 11.65
N: 13.85 12.25 11.00
C: 14.78 13.37 11.16
C: 16.13 12.99 12.14
C: 17.03 14.12 12.13
C: 17.60 14.20 10.67
C: 16.59 14.71 9.69
C: 15.83 15.97 10.43
C: 15.29 15.80 11.87
C: 16.43 15.34 12.78
C: 14.18 14.76 11.82
C: 15.49 13.74 9.75
H: 8.96 9.79 12.94
H: 9.71 9.27 11.48
H: 8.92 10.70 11.61
H: 10.06 11.61 14.79
H: 12.90 12.42 16.18
H: 11.06 12.68 16.46
H: 12.39 13.88 15.73
H: 13.76 12.68 13.82
H: 11.52 10.89 10.57
H: 16.43 12.01 11.44
H: 15.79 12.49 13.26
H: 18.07 13.61 12.58
H: 18.14 13.23 10.38
H: 18.58 14.84 10.57
H: 16.88 15.01 8.69
H: 14.99 16.25 9.70
H: 16.85 16.62 10.63
H: 14.66 16.79 11.85
H: 15.81 15.19 13.49
H: 17.14 16.26 12.87
H: 13.52 14.54 11.18
H: 13.75 14.43 13.20
H: 15.41 12.83 9.13
H: 14.64 13.96 8.88

Calculated values
HOMO level (alpha / beta) in eV: -1.27 / -1.27
DFT total energy in eV: -78511.62215
Relative energy (zero: lowest compared OMol25 entry of this formula, charge and spin) in kcal/mol: 398.04
Net charge: -2
Spin multiplicity: 1

Mulliken population analysis, charges in e, atoms 1 to 4:
1. Rb 0.346
2. N -0.635
3. C 0.684
4. C -1.509

***

> spin multiplicity of number 2 (C24H67N5O7)?

2